Entry 1:
ORCA calculation (ωB97M-V with the def2-TZVPD basis set) on a structure of composition C31H54Cl5CsN3NaO12PSi2 in a non-equilibrium geometry.

As for the HOMO-LUMO gap: 1.4 eV. Its charge is -1. As for the HOMO energy: -4.66 eV.

```
110
Properties=species:S:1:pos:R:3:lowdin_charge:R:1
Cs 1.977 -3.650 -1.958 1.37
H 0.267 -1.096 -1.720 0.12
H 0.078 2.034 1.803 0.03
H 3.761 3.502 -3.473 0.11
O -1.877 1.212 0.546 -0.27
C -6.172 -0.105 5.768 -0.07
C -2.042 -4.131 -0.252 -0.27
Si -3.113 1.918 1.506 0.43
H -0.624 6.489 -2.153 0.10
C 9.572 1.685 -5.487 -0.09
C -3.030 1.107 5.496 -0.07
H 1.279 -0.787 5.257 0.06
H 1.271 0.062 2.937 0.09
C 2.497 3.688 -5.189 -0.05
H 0.725 6.003 -3.212 -0.12
H -0.492 -0.868 5.248 0.08
H -6.624 -0.618 6.615 0.08
O -3.134 -3.266 -0.217 -0.14
H -2.098 1.323 4.969 0.03
H 4.037 -1.276 3.020 0.18
Na 0.944 3.374 -0.099 0.51
H -5.580 0.464 3.341 0.12
O 5.853 2.501 -8.714 0.08
H -0.765 3.591 -0.215 0.03
O -5.693 -3.243 -2.712 -0.06
H 3.461 3.185 -8.398 0.12
C -4.794 -0.713 5.496 -0.40
C -0.128 -1.181 -0.686 -0.22
H -1.203 -1.023 -0.670 0.11
C 2.416 3.604 -6.576 -0.05
H -6.124 0.958 5.997 0.08
C -0.893 -3.562 -1.095 -0.22
H -1.462 5.140 -0.450 0.11
H 3.027 -2.547 3.237 0.17
O -0.743 -0.216 2.642 -0.20
H 8.547 2.237 -3.686 0.11
H -0.047 -2.800 0.849 0.10
C 9.471 1.524 -6.864 -0.08
H -2.720 0.622 6.422 0.07
N -0.780 4.452 -0.720 0.14
P -2.117 3.394 2.933 0.57
H -4.982 -2.054 3.811 0.08
H -3.526 2.049 5.725 0.08
C 4.814 3.069 -5.283 -0.18
H -3.012 3.854 3.928 -0.01
C 0.118 -2.656 -0.218 -0.36
Si -0.535 0.760 1.306 0.34
H -0.361 -4.421 -1.604 0.03
C 8.475 2.113 -4.758 -0.02
O -3.683 -3.460 -3.481 -0.11
C -2.531 -6.937 3.308 -0.64
H -3.090 -1.405 0.717 0.07
H -4.293 -0.805 6.463 0.12
H -1.670 -4.424 0.735 0.06
O -4.594 -5.076 -2.364 -0.11
O 0.963 3.734 -2.052 -0.07
Cl -1.475 -7.518 0.857 0.58
H -3.152 -0.520 4.149 0.12
H 4.638 -2.734 3.460 0.18
C 0.371 -0.384 4.797 -0.07
H -6.809 -0.282 4.902 0.08
H -3.910 -2.611 5.060 0.07
H 1.629 3.965 -4.609 0.09
Cl 1.455 7.508 -4.058 -0.42
C 3.523 3.246 -7.321 -0.03
H 1.438 -0.630 0.750 0.05
C -3.862 0.164 4.617 -0.32
N -4.667 -3.920 -2.854 -0.65
C -4.870 -2.118 4.894 -0.06
O 6.198 2.935 -3.376 0.06
H -2.762 -7.305 4.306 0.07
O 3.933 -2.260 2.952 0.28
H 1.481 3.824 -7.073 0.11
H 0.333 0.677 5.037 0.08
H -2.554 -2.743 1.738 0.07
Cl -1.647 -5.397 3.517 0.53
H -4.728 1.947 3.681 0.11
H -1.302 -2.928 -1.903 0.13
H 1.128 0.592 -0.493 0.08
C -4.583 0.882 3.472 -0.22
H -4.065 2.724 0.588 -0.23
C 0.124 4.630 -1.764 -0.64
H -4.264 -2.540 1.330 0.09
O -1.611 4.548 2.128 -0.52
H -3.465 -6.721 2.795 0.08
H -1.006 2.872 3.661 -0.04
H 0.679 -1.642 3.091 0.10
C 8.278 1.808 -7.509 -0.01
H -5.648 -2.742 5.331 0.08
C -1.715 -7.962 2.565 -0.66
Cl 4.770 0.343 -6.181 -0.06
H -2.367 -5.048 -0.747 0.10
C 3.697 3.427 -4.549 -0.01
C 7.180 2.240 -6.782 -0.13
H 10.324 1.179 -7.434 0.10
H 10.508 1.472 -4.984 0.09
C 0.457 -0.584 3.298 -0.36
C -3.250 -2.464 0.938 -0.08
H -0.737 -8.095 3.021 0.06
H 8.194 1.689 -8.581 0.12
C 7.275 2.382 -5.398 -0.11
H -2.231 -8.920 2.571 0.07
O -3.902 0.640 2.238 -0.25
C 4.724 2.957 -6.687 -0.23
H 1.180 -2.967 -0.501 -0.26
C 6.094 2.808 -4.585 -0.31
C 0.656 -0.144 0.164 -0.20
Cl -4.958 3.994 -0.439 -0.43
C 5.907 2.556 -7.504 -0.39
N 0.045 5.781 -2.396 0.12
```

=====

Entry 2:
ORCA calculation (ωB97M-V with the def2-TZVPD basis set) on a structure of composition C31H55BrNP3Sr in a non-equilibrium geometry.

As for the HOMO-LUMO gap: 6.3 eV. The energy above the lowest of the compared OMol25 structures with the same formula, charge and spin is 0.00 kcal per mole. Its charge is +2. As for the HOMO energy: -13.17 eV.

```
92
Properties=species:S:1:pos:R:3:lowdin_charge:R:1
C 3.652 1.405 -1.391 -0.47
C -2.237 2.221 -2.834 -0.13
H -4.369 1.538 3.524 0.11
H -4.173 -0.734 4.519 0.11
C -1.442 3.095 -2.127 -0.53
C -1.829 3.783 -1.001 -0.17
C -5.892 -0.345 1.112 0.00
H 4.468 3.358 -1.714 0.08
H -3.187 -1.675 -0.233 0.06
H 1.937 -0.462 -4.186 0.06
H -2.762 -1.606 -2.666 0.07
H 0.022 -3.485 1.168 0.06
H 1.274 2.511 4.434 0.07
Sr -0.170 1.443 -0.612 1.06
H 3.394 -0.156 2.507 0.09
C 3.369 2.002 2.598 -0.14
C 2.745 0.642 2.902 -0.41
H -1.149 4.472 -0.502 0.13
H -2.086 -4.123 1.308 0.07
H 6.145 0.131 -1.387 0.07
H 2.718 1.918 -1.087 -0.03
H -1.884 1.734 -3.738 0.12
H -2.744 -3.216 -0.995 0.09
C -5.201 2.037 0.942 -0.01
H -0.188 2.396 2.395 0.05
H 6.150 0.075 -3.166 0.07
C -3.960 2.578 -1.125 -0.18
H -1.033 0.984 3.045 0.08
H 2.175 1.252 -3.825 -0.01
H -1.780 -1.941 -4.098 0.09
H 2.658 0.473 3.986 0.08
H -3.496 4.069 0.372 0.13
C 0.672 -1.288 2.825 -0.42
N -5.125 -1.690 2.943 0.07
H 2.756 2.838 2.952 0.06
H 3.540 2.132 1.522 0.05
H 2.133 -4.200 0.201 0.09
H 1.433 -1.983 2.437 0.07
C -4.661 -0.596 3.552 -0.12
C -2.757 -3.267 1.167 -0.15
H 5.517 2.080 -2.340 0.07
H 1.807 -3.415 -1.348 0.07
H 3.346 0.525 -5.903 0.08
H 4.537 1.116 -4.746 0.06
H -4.219 1.325 -2.868 0.14
C -1.759 -1.494 -3.096 -0.14
C -5.768 -1.564 1.781 -0.13
C 0.157 -3.371 0.083 -0.42
P 3.116 -0.207 -2.142 0.93
H -6.177 -2.472 1.334 0.12
C -3.130 3.543 -0.508 0.01
H -0.771 -3.288 -2.371 0.09
C 1.639 -3.340 -0.267 -0.16
C 4.469 2.386 -2.229 -0.14
H -0.439 2.558 4.839 0.08
H 1.437 -1.024 4.869 0.07
H 4.334 -0.635 -5.005 0.07
C -2.517 -2.546 -0.152 -0.42
Br 0.756 3.138 -2.619 0.64
H 4.585 -1.880 -1.368 0.07
H 4.193 1.137 -0.471 0.07
H -5.836 1.487 -1.055 0.12
P 1.105 0.368 2.112 0.87
C 0.349 1.921 4.421 -0.14
H -0.334 -4.226 -0.406 0.10
C 4.643 -1.215 -2.248 -0.42
H -6.394 -0.305 0.147 0.12
C -3.535 1.996 -2.342 0.02
H -0.287 -1.570 2.358 0.03
H -3.784 -3.648 1.187 0.07
C 5.992 -0.515 -2.256 -0.14
H 0.471 1.075 5.107 0.07
H 2.134 -2.430 0.097 0.04
C 3.803 0.321 -4.925 -0.14
H 0.316 -1.902 -2.580 0.05
C -5.331 0.813 1.695 -0.22
H 6.778 -1.280 -2.231 0.09
H 0.524 -2.504 4.589 0.09
C 2.697 0.280 -3.878 -0.45
H -2.657 -2.595 2.029 0.06
H -5.009 2.939 1.522 0.13
H 4.343 2.071 3.097 0.09
H -0.341 -0.978 4.744 0.07
C -0.697 -2.195 -2.262 -0.43
C -4.766 0.681 2.985 0.00
C -5.135 2.049 -0.433 -0.02
C 0.570 -1.435 4.339 -0.13
H 4.047 2.562 -3.228 0.06
P -0.808 -1.878 -0.439 0.89
H 4.532 -1.853 -3.136 0.08
C -0.056 1.494 3.018 -0.43
H -1.561 -0.421 -3.219 0.04
```

=====

Entry 3:
ORCA calculation (ωB97M-V with the def2-TZVPD basis set) on the ion C31H55ClF2N2O3PSi with charge +1 in a non-equilibrium geometry.

As for the HOMO-LUMO gap: 7.9 eV. Its charge is +1. As for the HOMO energy: -11.07 eV.

```
96
Properties=species:S:1:pos:R:3:lowdin_charge:R:1
F 0.106 1.622 -2.895 0.09
H 0.606 0.296 -1.086 0.17
C -3.984 -3.042 -1.135 -0.18
H 2.769 -0.356 2.733 0.09
H 5.817 2.901 -1.121 0.07
H 4.030 2.545 -1.284 0.07
H -1.073 6.138 -1.631 0.10
C -5.809 -1.717 0.816 -0.50
C -2.963 -4.070 -1.771 -0.17
H -1.224 1.612 -0.624 0.09
H 6.266 1.321 1.871 0.10
C 4.843 -0.889 2.366 -0.18
C -5.943 -1.906 2.358 -0.01
H -3.293 -5.135 -1.717 0.12
H 1.021 -3.740 -0.147 0.10
H 3.304 -2.031 -1.443 0.13
H -2.576 1.970 1.082 0.00
H 3.527 -1.154 4.135 0.11
C 5.592 1.245 0.985 -0.19
C -0.411 5.677 -0.868 -0.08
H -6.534 -1.022 2.724 0.10
F -1.483 0.129 -3.633 0.10
C -1.501 -3.891 -1.183 -0.14
N -0.927 -1.312 -0.854 -0.13
H 2.374 -3.065 3.473 0.11
H -3.580 3.313 1.752 0.05
H -1.755 3.251 -2.864 0.09
C 1.604 -3.298 -0.998 -0.13
O 0.287 -0.085 1.421 -0.31
C 4.715 2.550 0.827 -0.24
H -4.277 2.209 0.512 0.05
H -4.244 5.263 -1.951 0.04
O 0.907 -1.182 -2.360 -0.03
H -0.598 2.946 1.436 0.08
H 3.025 -4.563 1.786 0.11
H -1.951 -1.157 -0.883 0.11
H 0.934 -3.074 -3.070 0.17
H 3.661 0.214 0.807 0.08
C 2.723 -2.541 2.537 -0.20
Si -2.681 3.904 -0.576 0.60
H 4.601 4.188 -0.718 0.06
H 5.082 3.371 1.488 0.10
C -0.173 3.827 0.901 -0.09
O -5.324 -0.666 0.425 0.01
C -2.428 2.764 -2.119 -0.20
C -0.809 -2.586 -1.696 -0.21
C -1.835 1.414 -1.553 -0.16
H -2.876 -3.799 -2.862 0.12
H 1.151 -0.117 0.954 0.03
H -1.472 -3.982 -0.069 0.11
H -3.552 6.309 -0.581 0.04
H 2.713 5.804 0.675 0.10
C -0.930 4.531 -0.130 -0.25
H -0.902 -4.762 -1.573 0.14
C -0.857 0.683 -2.541 -0.40
H 1.316 7.028 -1.115 0.10
P -0.594 -1.434 0.938 0.72
H -2.683 0.739 -1.267 0.12
Cl -2.389 -1.235 1.994 0.35
H -4.363 -2.345 -1.926 0.12
N -6.265 -2.677 -0.150 0.02
H 3.890 -4.276 -0.291 0.11
H -6.463 -2.845 2.660 0.09
H 5.343 -0.150 3.055 0.10
C 1.678 5.451 0.463 -0.09
C 3.595 -3.589 1.758 -0.19
H 6.271 1.214 0.087 0.10
C -3.939 5.297 -0.869 -0.18
C 2.812 -2.403 -0.498 -0.19
H 5.550 -1.755 2.310 0.11
C 0.924 6.154 -0.554 -0.07
C 4.808 3.086 -0.676 -0.11
H -6.328 -2.151 -1.031 0.12
H 2.085 -4.181 -1.506 0.13
H 3.629 2.368 1.019 0.07
H 1.771 -2.258 2.007 0.03
H -3.435 -2.500 -0.316 0.05
H -4.855 -4.042 0.593 0.13
C -3.335 2.755 0.808 -0.19
C 3.449 -1.214 3.015 -0.18
H -5.635 -4.584 -1.008 0.13
H 4.523 -3.780 2.362 0.12
H -3.451 2.539 -2.517 0.09
C -0.072 -0.389 -1.671 -0.21
H 4.928 -2.894 0.158 0.10
H -1.299 -2.268 -2.662 0.17
H 2.487 -1.491 0.056 0.07
H 1.796 3.824 1.993 0.09
C 3.884 -3.279 0.235 -0.19
H -4.964 -1.853 2.896 0.04
H -4.864 5.085 -0.264 0.04
C 0.709 -2.593 -2.088 -0.22
C 4.729 -0.105 0.976 -0.18
C -5.231 -3.728 -0.421 -0.17
C 1.178 4.315 1.206 -0.08
H 5.115 -0.697 0.114 0.09
```

=====

Entry 4:
ORCA calculation (ωB97M-V with the def2-TZVPD basis set) on a structure of composition C31H55FeI2N5O3P.

As for the HOMO-LUMO gap (alpha / beta): 7.6 / 5.4 eV. The energy above the lowest of the compared OMol25 structures with the same formula, charge and spin is 15.72 kcal per mole. Its charge is +2. As for the HOMO energy (alpha / beta): -13.20 / -13.21 eV. Its multiplicity is 2.

```
98
Properties=species:S:1:pos:R:3:lowdin_charge:R:1
O -0.658 0.416 2.547 -0.29
O 0.026 2.412 0.832 -0.29
H 4.055 3.478 2.275 0.09
H -0.601 -0.446 -5.379 0.10
H 3.962 -2.526 0.480 0.07
C -6.250 0.462 0.097 -0.65
C 0.453 -4.119 0.585 0.03
C -0.153 -3.752 1.765 -0.31
C 2.942 -0.024 -1.197 -0.54
H -6.715 -1.577 0.532 0.09
I -4.173 -3.216 0.980 1.08
H 3.554 1.982 3.045 0.08
H 5.280 -1.375 0.754 0.07
H 0.054 3.249 -1.041 0.08
C 0.110 1.549 3.003 -0.15
O -2.350 -0.702 0.602 -0.12
H -6.473 3.140 -0.553 0.08
H 4.798 -2.491 2.024 0.09
C -0.254 2.761 2.183 -0.17
H 0.003 -4.110 3.867 0.09
H 2.178 -0.781 -1.361 0.03
C -0.495 -4.525 2.990 0.01
H 1.154 1.294 2.847 0.09
H 0.805 -5.100 0.314 0.13
C 3.418 2.600 2.153 -0.11
C -1.749 -0.509 -3.547 -0.62
H 1.428 -1.071 2.736 0.04
H 2.730 -1.980 3.509 0.09
C -1.854 0.262 3.332 -0.03
C -2.497 -1.764 -3.982 -0.03
H -2.379 -0.629 3.003 0.08
H 0.216 0.307 -1.955 0.07
N -0.689 0.291 -1.479 0.00
H -3.540 0.670 -3.249 0.08
C 4.423 -1.862 1.214 -0.10
I -8.226 0.935 -0.096 1.14
H 0.719 -2.120 -2.183 0.04
C -4.610 -1.255 0.572 -0.62
H 2.200 -2.825 -1.536 0.08
H -4.550 4.680 -0.847 0.12
H -0.187 4.408 0.283 0.10
H 1.732 1.789 -1.574 0.03
H 4.148 -0.677 -2.850 0.09
H -1.570 -4.519 3.177 0.07
H 3.909 -0.237 2.494 0.09
C 3.808 1.836 0.886 -0.53
H 5.562 1.032 1.893 0.08
C -5.213 1.448 -0.085 -0.19
C -3.103 3.154 -0.397 -0.09
H 3.404 1.909 -2.084 0.09
H 2.034 -2.557 1.999 0.06
H -1.275 -1.580 -1.813 0.09
H 4.553 -1.518 -1.364 0.06
H 5.651 0.878 0.142 0.05
H -0.175 -5.558 2.877 0.09
H -3.412 -1.887 -3.402 0.09
C 5.305 1.516 0.950 -0.09
C -5.921 -0.852 0.413 -0.21
H -2.836 0.815 -4.866 0.10
H -1.577 0.147 4.380 0.11
C -2.603 0.730 -3.805 -0.03
N -1.583 -0.655 -2.084 -0.02
P 2.667 0.385 0.602 1.12
C 1.115 -2.925 -1.568 -0.01
H -1.310 3.032 2.287 0.13
H 0.896 -3.867 -2.070 0.10
H -2.255 3.815 -0.522 0.10
H 2.297 0.946 -3.035 0.08
C -5.459 2.789 -0.423 -0.01
H -1.135 1.191 -1.642 0.08
N -2.836 1.900 -0.070 0.14
N -0.019 -1.919 0.458 0.04
H -2.765 -1.701 -5.036 0.10
H -1.879 -2.655 -3.849 0.09
H 2.384 2.939 2.127 0.04
H 5.877 2.444 0.903 0.09
C 0.528 -2.958 -0.195 -0.30
H 1.419 3.704 0.001 0.09
H 3.635 2.497 0.031 0.09
C -0.423 -0.397 -4.305 -0.03
H 0.084 0.553 -4.118 0.07
C 4.258 -0.555 -1.770 -0.09
C 2.559 1.223 -2.011 -0.13
C -3.529 -0.319 0.433 -0.36
H 0.257 -1.215 -4.055 0.08
C 0.346 3.506 -0.023 -0.07
H -2.085 1.654 -3.526 0.08
H 0.351 3.612 2.505 0.14
C 2.328 -1.658 2.546 -0.11
H -0.066 1.710 4.067 0.15
N -0.411 -2.444 1.645 0.03
C -3.872 1.062 0.075 -0.14
H -0.919 -1.873 2.293 0.12
Fe -0.545 0.134 0.459 0.64
H 5.076 0.147 -1.620 0.07
H -2.509 1.128 3.217 0.11
C 3.395 -0.879 1.772 -0.51
C -4.397 3.643 -0.584 0.00
```

=====

Entry 5:
ORCA calculation (ωB97M-V with the def2-TZVPD basis set) on a structure of composition C31H55N4OP2Pd.

As for the HOMO-LUMO gap: 7.0 eV. The energy above the lowest of the compared OMol25 structures with the same formula, charge and spin is 0.00 kcal per mole. Its charge is +1. As for the HOMO energy: -9.16 eV.

```
94
Properties=species:S:1:pos:R:3:lowdin_charge:R:1
H -0.723 -2.173 2.646 0.00
C -2.908 -2.460 1.122 -0.11
H 6.048 0.188 -0.404 0.09
H 2.606 -1.523 2.269 0.04
C -1.159 1.869 -1.443 -0.31
H 0.145 -1.179 -2.150 0.05
H -0.465 4.440 -0.748 0.12
Pd 0.224 -0.129 0.122 0.66
C 0.919 -4.668 1.265 -0.05
H -3.278 -0.052 3.135 0.07
H 4.131 -0.754 2.749 0.07
H 0.416 -5.186 -2.003 0.08
H 5.401 -0.184 1.185 0.07
H -0.136 -2.357 -3.450 0.10
H -3.793 2.921 2.042 0.09
H -1.682 1.948 1.453 0.09
H 3.853 0.624 -1.326 0.11
H -0.073 -6.384 -0.792 0.10
C 3.342 1.823 2.910 -0.09
H -4.032 1.873 -5.354 0.08
H 0.653 -5.667 1.607 0.10
C 1.558 5.065 -0.483 -0.02
H 1.610 -5.836 -0.884 0.10
C -3.284 1.819 -3.335 -0.28
H -1.954 -4.617 -1.027 0.09
C 5.238 0.417 0.291 -0.10
H 0.575 -3.944 1.999 0.07
H 4.387 1.806 2.597 0.07
C 3.904 0.078 -0.378 -0.51
C 0.829 2.762 -0.363 -0.31
C -4.410 1.826 -4.333 -0.05
H -2.916 -2.117 2.160 0.07
H 2.774 -0.806 3.858 0.08
C 0.115 -3.167 -0.482 -0.45
C 3.147 3.378 0.027 -0.06
H -1.510 0.093 3.091 0.04
N 0.294 -4.446 -0.030 -0.15
H 5.332 1.465 0.566 0.05
H -5.435 -1.804 0.234 0.09
C 3.834 -1.417 -0.688 -0.12
C -3.332 -1.332 0.180 -0.51
H 4.174 6.040 0.885 0.08
H 3.690 6.653 -0.692 0.08
H -2.100 3.254 -4.389 0.12
C 2.546 0.671 2.302 -0.51
C -2.167 2.635 -3.502 -0.03
C -1.775 -3.947 -1.864 -0.06
H 3.329 1.726 3.998 0.09
C -2.278 1.034 -1.281 -0.33
H -1.914 -2.840 0.884 0.04
H 2.013 -4.616 1.202 0.10
H -5.127 -0.110 -0.154 0.07
H 4.903 5.380 -0.576 0.08
C 0.568 -5.522 -0.983 -0.04
H -3.894 2.448 0.348 0.07
C 2.143 2.409 -0.016 -0.29
C -3.314 1.012 -2.205 -0.05
N -0.129 1.767 -0.502 -0.14
H -5.025 0.931 -4.242 0.08
N 0.720 -2.145 0.069 0.01
H -4.935 -0.691 1.498 0.07
H -2.504 1.416 3.712 0.09
C 2.884 4.714 -0.221 -0.27
C -0.537 -1.939 -2.522 -0.04
H 4.160 3.088 0.276 0.10
H -0.268 3.298 -2.792 0.11
P 2.366 0.686 0.456 1.03
P -2.117 0.052 0.214 1.03
H -0.087 -1.627 3.933 0.06
C 3.045 -0.685 2.809 -0.11
H -4.699 1.485 1.595 0.06
H -1.535 -4.541 -2.751 0.09
C -2.447 0.633 2.953 -0.11
H -4.158 0.348 -2.051 0.10
H -3.615 -3.288 1.056 0.09
C -3.807 2.065 1.365 -0.09
C -2.524 1.258 1.562 -0.51
C 0.550 4.125 -0.546 -0.03
C 3.971 5.752 -0.149 -0.05
N -0.724 -2.998 -1.540 -0.15
H -3.253 -1.685 -0.854 0.08
H 1.503 0.777 2.620 0.09
H 2.981 -1.662 -1.320 0.06
H -5.061 2.690 -4.186 0.08
H -2.694 -3.399 -2.077 0.08
H 1.457 -2.451 0.686 0.02
C -1.125 2.671 -2.591 -0.02
H 1.311 6.109 -0.641 0.12
H 3.769 -2.010 0.227 0.06
H 2.920 2.793 2.652 0.07
C -4.790 -0.950 0.450 -0.09
H 4.747 -1.723 -1.202 0.08
O 0.099 -1.826 3.008 -0.08
H -1.492 -1.460 -2.743 0.08
```

=====

In order of appearance, E_tot = -154678.6126; -133259.3842; -77277.9601; -106495.2153; -63102.4216 eV.